Molecular formula: C16H24N8
Method: DFT, ωB97M-V with the def2-TZVPD basis set

Structure (XYZ):
```
48
Properties=species:S:1:pos:R:3:forces:R:3
C 3.775 0.930 -5.100 -0.024 0.083 -0.417
C 2.901 0.667 -3.971 0.433 0.073 -0.498
N 2.210 0.491 -3.080 -0.432 -0.160 0.619
H 3.280 0.664 -6.034 -0.086 -0.011 0.093
H 4.696 0.354 -5.042 0.029 0.068 0.194
H 3.994 1.997 -5.133 0.142 -0.051 0.021
C 0.031 -0.519 3.721 0.150 0.308 0.599
C -0.095 -1.395 2.568 0.085 -0.006 -0.063
N -0.153 -2.071 1.640 -0.044 0.087 0.127
H 1.062 -0.204 3.879 0.085 -0.156 -0.226
H -0.309 -0.986 4.644 -0.076 -0.256 -0.156
H -0.548 0.391 3.612 -0.156 -0.060 -0.249
C 0.208 0.483 -0.403 -0.022 0.271 0.148
C -1.188 0.127 -0.615 0.080 -0.171 0.102
N -2.287 -0.156 -0.786 -0.047 0.048 0.019
H 0.863 -0.345 -0.657 -0.055 -0.013 -0.166
H 0.390 0.739 0.641 -0.110 -0.012 0.008
H 0.442 1.350 -1.018 0.153 -0.113 -0.084
C 2.135 4.800 1.595 -0.591 -0.320 -0.107
C 1.897 3.420 2.022 0.415 0.080 -0.043
N 1.728 2.328 2.328 -0.146 -0.038 0.059
H 3.024 5.223 2.049 0.030 -0.043 0.087
H 1.247 5.370 1.869 0.178 0.213 -0.002
H 2.224 4.807 0.510 0.096 0.090 0.007
C -2.745 -3.485 -2.077 0.225 0.093 0.598
C -3.117 -3.388 -3.474 -0.116 -0.004 -0.129
N -3.372 -3.332 -4.591 -0.044 0.027 -0.047
H -2.663 -2.503 -1.610 0.044 0.076 -0.223
H -1.776 -3.980 -2.006 -0.034 -0.014 0.061
H -3.469 -4.043 -1.485 -0.066 -0.149 -0.247
C -1.786 2.573 2.374 -0.537 0.273 0.130
C -2.725 1.579 2.864 -0.048 0.005 -0.070
N -3.440 0.790 3.287 -0.134 -0.279 0.079
H -1.566 2.383 1.326 0.317 -0.076 0.095
H -0.921 2.556 3.033 0.267 0.099 -0.354
H -2.265 3.552 2.439 0.102 -0.001 0.026
C -4.406 -1.971 1.352 0.301 0.315 0.299
C -5.589 -1.680 2.160 0.207 0.202 -0.241
N -6.491 -1.474 2.838 -0.136 -0.026 -0.015
H -4.494 -2.980 0.956 0.215 -0.036 -0.011
H -3.530 -1.849 1.992 -0.029 -0.434 0.090
H -4.200 -1.259 0.553 -0.562 0.015 -0.102
C 4.060 -1.847 -1.433 -0.187 0.277 -0.337
C 5.400 -1.324 -1.677 -0.442 -0.166 0.582
N 6.447 -0.912 -1.880 0.480 0.220 -0.190
H 3.680 -2.099 -2.425 -0.313 -0.311 0.266
H 3.404 -1.086 -1.013 0.151 0.180 -0.117
H 4.039 -2.686 -0.744 0.255 -0.195 -0.213
```
Forces are in eV/Å.

Relative energy (zero: lowest compared OMol25 entry of this formula, charge and spin): 49.9 kJ/mol
Calculated total energy: -1062.0413 hartree
Kohn-Sham gap: 10.89 eV
HOMO energy: -10.95 eV